No. 1
This record from the OMol25 dataset describes C6H12O in the gas phase. The level of theory is the ωB97M-V functional and the def2-TZVPD basis.

```
19
Properties=species:S:1:pos:R:3:lowdin_charge:R:1
C -1.6660 0.8607 -0.5912 -0.11
C -1.5695 0.2641 0.8224 -0.25
C -0.4635 -0.7924 0.9320 -0.19
C 0.8975 -0.1673 0.7286 -0.24
C 2.0686 -0.8948 0.1117 -0.06
C 1.4234 0.2171 -0.6388 -0.33
O 0.8218 -0.2003 -1.8563 -0.05
H -1.1859 1.8463 -0.6374 0.07
H -1.1758 0.1852 -1.3195 0.06
H -2.6942 1.0076 -0.9330 0.07
H -2.5310 -0.1866 1.0852 0.10
H -1.4016 1.0572 1.5695 0.11
H -0.6433 -1.6029 0.2095 0.12
H -0.5037 -1.2554 1.9239 0.11
H 1.1602 0.5503 1.5176 0.14
H 1.8521 -1.8571 -0.3484 0.12
H 3.0717 -0.7989 0.5182 0.10
H 1.9083 1.1872 -0.7019 0.14
H 0.6307 0.5800 -2.3921 0.09
```

Properties
**Orbital gap**: 10.209 eV
**HOMO**: -9.28 eV
**Strongest force on any atom**: 0.825 eV/Å
**E**: -311.0038 Eh
**Lowest unoccupied orbital energy**: 0.9295 eV

***

No. 2
This record from the OMol25 dataset describes a molecular structure, C6H12O. The level of theory is the ωB97M-V functional and the def2-TZVPD basis.

```
19
Properties=species:S:1:pos:R:3:lowdin_charge:R:1
C -1.6915 -0.8046 0.5893 -0.09
C -0.7332 0.0584 -0.2292 -0.49
C -1.2846 0.2806 -1.6462 -0.08
C 0.6017 -0.6288 -0.4623 -0.05
C 1.7172 0.3582 -0.5489 -0.17
C 1.7694 -0.0067 0.9195 -0.31
O 1.3960 1.0430 1.7523 -0.02
H -1.3293 -0.9350 1.6177 0.07
H -2.6874 -0.3490 0.6444 0.08
H -1.7837 -1.7997 0.1402 0.08
H -0.6354 1.0453 0.2534 0.13
H -2.2731 0.7499 -1.5943 0.08
H -1.3818 -0.6743 -2.1749 0.08
H -0.6298 0.9313 -2.2367 0.08
H 1.0113 -0.9194 0.9449 0.12
H 2.5971 0.0735 -1.1273 0.10
H 1.4682 1.4186 -0.6699 0.12
H 2.6903 -0.5252 1.2060 0.15
H 1.1786 0.6840 2.6219 0.11
```

Properties
**Orbital gap**: 8.689 eV
**HOMO**: -7.99 eV
**Strongest force on any atom**: 0.268 eV/Å
**E**: -310.9073 Eh
**Lowest unoccupied orbital energy**: 0.7019 eV

***

No. 3
This record from the OMol25 dataset describes C6H12O in the gas phase. The level of theory is the ωB97M-V functional and the def2-TZVPD basis.

```
19
Properties=species:S:1:pos:R:3:lowdin_charge:R:1
C 0.5221 -1.0315 -1.2596 -0.05
C -1.3828 0.8629 -0.5343 -0.08
C -1.8160 2.3025 -0.4741 -0.11
O -0.3134 0.7658 0.2074 -0.09
C 0.4274 -0.5105 0.1701 -0.61
C -0.2770 -1.5014 1.0849 -0.03
C 1.7933 -0.1133 0.7103 -0.03
H 0.8766 -0.2434 -1.9323 0.09
H -0.4511 -1.3624 -1.6253 0.07
H 1.2291 -1.8688 -1.2942 0.09
H -1.2061 2.7835 -1.2544 0.08
H -1.5762 2.7894 0.4787 0.07
H -2.8716 2.4020 -0.7441 0.06
H 0.2608 -2.4575 1.0836 0.09
H -0.3098 -1.1202 2.1108 0.09
H -1.3025 -1.6654 0.7392 0.08
H 1.7111 0.2376 1.7437 0.09
H 2.2123 0.6997 0.1088 0.09
H 2.4738 -0.9692 0.6807 0.09
```

Properties
**Orbital gap**: 9.097 eV
**HOMO**: -8.14 eV
**Strongest force on any atom**: 0.593 eV/Å
**E**: -310.9671 Eh
**Lowest unoccupied orbital energy**: 0.9570 eV

***

No. 4
This record from the OMol25 dataset describes C6H12O in the gas phase in a non-equilibrium geometry. The level of theory is the ωB97M-V functional and the def2-TZVPD basis.

```
19
Properties=species:S:1:pos:R:3:lowdin_charge:R:1
C -1.9242 1.2661 1.5926 -0.11
C -1.3488 0.2648 0.5771 -0.22
C 0.1829 0.0727 0.5206 -0.30
C 0.6013 -1.4085 -0.1575 -0.10
C 1.7438 -0.9634 -1.0557 -0.22
C 1.2788 0.3613 -1.5354 -0.19
O 0.7883 1.0625 -0.3163 -0.13
H -1.6114 1.0270 2.6159 0.07
H -1.6234 2.2975 1.3803 0.07
H -3.0237 1.2371 1.5800 0.07
H -1.7802 -0.7215 0.7805 0.10
H -1.6665 0.5636 -0.4313 0.11
H 0.6134 0.1267 1.5380 0.14
H 0.8943 -2.2464 0.5104 0.11
H -0.2580 -1.7678 -0.7428 0.10
H 1.9127 -1.3604 -2.0740 0.12
H 2.6873 -0.9086 -0.4974 0.12
H 2.0865 0.9111 -2.0369 0.12
H 0.4469 0.1862 -2.2483 0.13
```

Properties
**Orbital gap**: 10.691 eV
**HOMO**: -9.55 eV
**Strongest force on any atom**: 1.989 eV/Å
**E**: -311.0162 Eh
**Lowest unoccupied orbital energy**: 1.1364 eV

***

Relative energy (zero: lowest compared OMol25 entry of this formula, charge and spin), record by record: 145.58; 399.08; 242.06; 113.07 kJ/mol